(1)
The following is a DFT calculation (wB97M-V/def2-TZVPD) of C2H5N2 as an isolated structure.

The total charge is +1. As for the relative energy (zero: lowest compared OMol25 entry of this formula, charge and spin): 129.41 kcal/mol. The value obtained for the strongest force on any atom is 3.80 eV/Å. As for the energy: -188.2093 Eh.

```
9
Properties=species:S:1:pos:R:3:nbo_charge:R:1
N -0.52218 0.03742 -0.82486 -0.575
N 0.64793 0.03013 0.78585 -0.600
C 0.07098 -1.04484 -0.07940 -0.038
C 0.00026 0.90616 0.00701 0.607
H -1.31632 0.18872 -1.32996 0.442
H 0.71748 -1.80191 -0.77871 0.266
H -0.41407 3.30406 0.46791 0.172
H 1.45296 0.11039 1.44602 0.477
H -0.63704 -1.73013 0.30613 0.248
```



(2)
The following is a DFT calculation (wB97M-V/def2-TZVPD) of C4H4O12Rb as an isolated structure.

The total charge is -3. As for the relative energy (zero: lowest compared OMol25 entry of this formula, charge and spin): 67.66 kcal/mol. The value obtained for the strongest force on any atom is 12.22 eV/Å. As for the energy: -1081.8223 Eh.

```
21
Properties=species:S:1:pos:R:3:mulliken_charge:R:1
Rb -15.91033 -17.72788 17.33737 0.992
O -17.30165 -14.19471 16.25030 -0.853
O -19.32306 -14.17530 17.17730 -0.497
O -17.28536 -21.23143 18.19534 -0.728
O -13.40818 -14.42092 18.36817 -0.514
O -13.72721 -14.57769 20.56796 -0.772
O -18.63755 -20.87251 19.87459 -0.543
O -14.78662 -15.40397 16.12745 -0.378
O -14.73823 -16.02065 19.27515 -0.648
O -14.17139 -14.10011 14.44859 -0.792
O -16.90749 -19.50177 19.35513 -0.780
O -12.90242 -15.76905 15.17380 -0.807
O -18.25211 -16.03752 16.85332 -0.737
C -18.28206 -14.82120 16.66493 0.708
C -17.54287 -20.57578 19.17191 0.737
C -13.96868 -15.04821 19.48550 0.505
C -13.87038 -14.96059 15.30479 0.765
H -18.89057 -13.33872 16.99104 0.288
H -18.41700 -21.44827 19.13875 0.333
H -15.59464 -14.96067 15.85877 0.282
H -13.71112 -14.96716 17.63917 0.439
```



(3)
The following is a DFT calculation (wB97M-V/def2-TZVPD) of a 2-piece molecular cluster, C9H18O5S overall.

The total charge is 0. As for the relative energy (zero: lowest compared OMol25 entry of this formula, charge and spin): 121.91 kcal/mol. The value obtained for the strongest force on any atom is 3.73 eV/Å. As for the energy: -1127.8850 Eh.

```
33
Properties=species:S:1:pos:R:3:nbo_charge:R:1
S -2.62361 -0.34694 0.91325 0.211
O 1.39355 2.88065 0.14776 -0.542
O 0.90474 -1.85467 -0.02619 -0.502
O -1.07364 -0.40748 -1.24388 -0.539
O 2.25017 0.87417 0.08362 -0.498
O -0.04582 -1.52226 2.03699 -0.533
C 0.87117 3.89597 1.00876 -0.251
C 2.06287 -2.45332 0.52943 -0.249
C -1.94460 -1.02733 -2.16340 -0.251
C -1.14750 -0.76472 0.08287 -0.073
C 1.56303 1.70715 0.73733 0.434
C 2.75760 1.06396 -1.28364 -0.335
C -0.13218 -1.41706 0.69569 0.581
C -0.41555 -0.34908 2.81312 -0.246
C -3.03085 1.32252 0.36349 -0.791
H 1.16866 3.69985 2.12068 0.201
H -0.36546 0.54287 2.21600 0.212
H 2.51188 -3.11015 -0.23179 0.192
H -2.81544 2.16567 1.09997 0.208
H 0.32121 -0.32338 3.68475 0.179
H 1.17386 4.81700 0.62375 0.193
H -1.34499 -0.59983 3.22409 0.187
H -2.96222 -0.91489 -1.72949 0.184
H 3.36029 0.16799 -1.52689 0.206
H -2.42423 1.51237 -0.61893 0.248
H -1.69936 -2.07753 -2.33367 0.175
H -1.71849 -0.43700 -3.08032 0.191
H -4.14780 1.45793 0.31185 0.233
H 3.67508 1.72162 -1.44412 0.197
H -0.21886 3.76296 1.00736 0.186
H 1.96918 1.37614 -2.06205 0.219
H 1.84418 -2.86423 1.47075 0.198
H 2.91226 -1.73090 0.72276 0.176
```



(4)
The following is a DFT calculation (wB97M-V/def2-TZVPD) of a 13-piece molecular cluster, C13H52N10O13 overall.

The total charge is 0. As for the relative energy (zero: lowest compared OMol25 entry of this formula, charge and spin): 0.00 kcal/mol. The value obtained for the strongest force on any atom is 2.06 eV/Å. As for the energy: -2052.2754 Eh.

```
88
Properties=species:S:1:pos:R:3:mulliken_charge:R:1
O 7.87732 18.36303 8.92832 -0.747
O 9.58432 13.05752 5.06148 -0.621
O 9.90188 18.97856 7.17508 -0.342
O 13.41502 17.93617 4.63552 -0.566
O 4.66124 17.56615 6.54323 -0.369
O 5.15932 14.49639 8.19629 -0.653
O 11.92469 19.56653 2.97473 -0.508
O 7.65088 18.63993 1.70036 -0.340
O 5.42954 15.08334 0.07555 -0.507
O 7.34242 16.78413 3.86845 -0.645
O 7.58278 20.57202 5.12866 -0.577
O 5.08025 12.79087 3.63262 -0.780
O 10.73823 15.63862 1.51320 -0.375
N 4.64562 12.58319 7.02446 -0.463
N 8.91433 14.51301 6.71638 -0.184
N 10.99550 13.57055 6.74693 -0.428
N 9.05841 19.20166 10.68964 -0.389
N 7.02517 11.60257 3.91107 -0.331
N 9.38262 17.62546 4.41409 0.620
N 7.07580 13.75509 3.14520 0.234
N 6.84625 19.68157 10.46236 -0.438
N 4.68367 14.55921 5.94912 -0.087
N 7.63706 17.55941 5.93295 1.006
C 11.16513 19.36235 7.66955 -0.743
C 8.07720 17.35950 4.68946 0.031
C 11.10376 19.28090 1.84364 -0.465
C 8.12188 18.56618 0.37534 -0.848
C 5.19102 15.93553 1.20235 0.033
C 6.16735 20.55059 5.23808 -0.399
C 4.88490 13.94638 7.13795 0.547
C 7.94286 19.06900 9.94827 0.685
C 9.80860 13.68435 6.09555 0.596
C 10.71072 14.23285 1.81149 -0.758
C 3.53002 17.81264 5.75329 -0.825
C 6.30470 12.73319 3.61009 0.507
C 13.23354 16.74158 3.93214 -0.317
H 9.88933 18.67491 10.49111 0.226
H 11.70780 13.01471 6.30821 0.225
H 8.12561 14.66894 6.10636 0.006
H 8.74873 17.68625 0.21687 0.289
H 6.72232 17.13446 6.00688 -0.329
H 6.00726 19.50458 9.93816 0.224
H 9.09084 19.84092 11.46085 0.165
H 6.46969 10.81637 4.19562 0.228
H 7.27789 18.59406 -0.31971 0.285
H 11.20694 13.91802 7.66170 0.148
H 10.11098 19.72666 1.90945 0.259
H 11.54525 15.79692 1.02000 0.254
H 4.57294 18.03368 7.37422 0.177
H 5.10014 15.29788 2.08538 -0.015
H 9.29581 18.84968 7.93342 0.166
H 11.16666 20.31729 8.19950 0.314
H 7.82815 17.82689 2.19246 0.090
H 13.66835 16.71792 2.92400 0.234
H 6.09780 16.48871 1.45772 -0.048
H 5.49876 15.73555 -0.63252 0.308
H 4.29945 16.56232 1.22522 0.328
H 10.88694 14.05551 2.87386 0.151
H 4.55853 12.13104 6.12970 0.229
H 4.73930 15.56700 5.95400 -0.025
H 3.80413 17.91352 4.69881 0.269
H 11.51564 19.70407 0.92186 0.434
H 11.63671 18.56606 8.25777 0.328
H 11.86917 19.47665 6.84179 0.218
H 6.64519 14.63479 2.92294 -0.232
H 3.03033 18.76075 5.97960 0.369
H 4.49869 14.12174 5.06483 0.259
H 12.18190 16.47699 3.75174 -0.079
H 10.06802 17.98878 5.05336 -0.013
H 11.74643 20.45232 3.30284 0.279
H 7.95141 19.68463 5.18380 0.475
H 6.82932 19.94205 11.42821 0.186
H 5.90715 19.77479 5.96227 0.063
H 8.06988 13.69956 3.28635 0.113
H 8.72796 19.44462 0.13331 0.296
H 5.04304 11.97775 7.72485 0.241
H 5.74246 20.46504 4.23539 0.189
H 8.02291 11.56619 4.00295 0.181
H 5.87184 21.51450 5.65921 0.342
H 8.24006 17.68226 6.72243 -0.141
H 9.80195 13.83499 1.36562 0.259
H 12.95455 18.64250 4.14651 0.422
H 9.25506 15.09389 7.45429 0.178
H 9.70604 17.09637 3.61807 -0.198
H 2.73844 17.05518 5.77097 0.336
H 11.58247 13.74283 1.36494 0.465
H 13.66806 15.95014 4.54430 0.324
H 11.05730 18.19830 1.75339 -0.009
```



(5)
The following is a DFT calculation (wB97M-V/def2-TZVPD) of an isolated molecule of CH2F3NO2S.

The total charge is 0. As for the relative energy (zero: lowest compared OMol25 entry of this formula, charge and spin): 62.75 kcal/mol. The value obtained for the strongest force on any atom is 3.01 eV/Å. As for the energy: -942.2133 Eh.

```
10
Properties=species:S:1:pos:R:3:nbo_charge:R:1
S -0.43991 -1.08986 -0.29474 1.339
F -2.08398 0.55681 1.22892 -0.330
F -0.71686 1.59302 -0.08771 -0.311
F -2.48941 0.69366 -0.93630 -0.293
O 0.08144 -1.45192 1.03642 -0.882
O 0.89222 -0.23442 -1.11652 -0.535
N 2.06037 -0.10126 -0.34114 -0.485
C -1.55071 0.56054 -0.04944 0.794
H 2.13801 -1.05131 0.03317 0.347
H 2.10883 0.52474 0.52734 0.356
```



(6)
The following is a DFT calculation (wB97M-V/def2-TZVPD) of an isolated molecule of C3H10INSSi.

As for the expectation value of S²: 2.01. The total charge is 0. As for the relative energy (zero: lowest compared OMol25 entry of this formula, charge and spin): 21.19 kcal/mol. The value obtained for the strongest force on any atom is 4.05 eV/Å. As for the energy: -1160.2967 Eh. As for the multiplicity: 3.

```
17
Properties=species:S:1:pos:R:3:nbo_charge:R:1
I 3.76997 -0.01310 0.94764 -0.174
S 2.16526 -0.07441 -0.84167 0.338
Si 0.04041 -2.13517 -0.69555 1.018
N 0.66199 -0.32132 -0.17494 -0.915
C 0.00324 0.83112 0.35799 -0.067
C -0.86453 0.39463 1.50030 -0.617
C -0.73205 1.50329 -0.89187 -0.617
H 0.53963 -2.06702 -2.11464 -0.152
H -0.81527 -0.69153 1.57624 0.207
H 0.95431 -2.97923 -0.01556 -0.158
H 0.77373 1.47040 0.68729 0.207
H -0.44809 0.68040 2.42792 0.227
H -1.49370 2.28365 -0.54566 0.208
H -1.19249 0.73502 -1.47004 0.203
H -1.39767 -2.38152 -0.63637 -0.149
H -0.08807 2.01108 -1.63925 0.222
H -1.87668 0.75370 1.52814 0.219
```



(7)
The following is a DFT calculation (wB97M-V/def2-TZVPD) of an isolated ion of composition C12H15O2 and charge +1.

The total charge is +1. As for the relative energy (zero: lowest compared OMol25 entry of this formula, charge and spin): 0.00 kcal/mol. The value obtained for the strongest force on any atom is 4.38 eV/Å. As for the energy: -616.4499 Eh.

```
29
Properties=species:S:1:pos:R:3:nbo_charge:R:1
O -0.54186 -2.88269 0.17143 -0.419
O 0.73485 -1.07553 -0.14831 -0.413
C -2.95162 1.70296 -0.28131 -0.124
C -0.42913 -1.60249 0.00786 0.845
C 0.63601 0.32867 -0.55441 0.081
C -1.42572 -0.65200 -0.06230 -0.224
C -0.82940 0.59767 -0.36991 0.052
C -2.80749 -0.75388 0.09798 -0.112
C 1.47997 1.17606 0.32564 -0.226
C -1.60769 1.71533 -0.49837 -0.210
C -3.53083 0.46985 0.02998 -0.185
C 1.94022 2.33476 -0.66161 -0.593
C 2.57461 0.42820 1.13906 -0.598
C 0.59776 -3.81625 0.23013 -0.263
H 3.19554 -0.15706 0.37970 0.213
H 0.93797 0.31360 -1.56612 0.230
H 1.40964 -3.40311 0.70804 0.207
H 2.58641 1.82061 -1.44855 0.210
H 2.14608 -0.18214 1.89776 0.220
H 0.86888 -4.26386 -0.80478 0.228
H 0.26520 -4.69202 0.79565 0.231
H 2.42043 3.10657 0.00770 0.241
H -1.16647 2.68327 -0.73204 0.238
H -4.55625 0.37991 0.29203 0.232
H -3.63286 2.46297 -0.63072 0.250
H 3.18412 1.21701 1.50895 0.232
H -3.38488 -1.61602 0.38424 0.249
H 0.75265 1.71467 1.00483 0.208
H 1.13385 2.64493 -1.22257 0.201
```



(8)
The following is a DFT calculation (wB97M-V/def2-TZVPD) of C29H28ClF3IIrN2O8P as an isolated structure.

As for the expectation value of S²: 0.75. The total charge is 0. As for the relative energy (zero: lowest compared OMol25 entry of this formula, charge and spin): 18.48 kcal/mol. The value obtained for the strongest force on any atom is 1.03 eV/Å. As for the energy: -3336.6388 Eh. As for the multiplicity: 2.

```
74
Properties=species:S:1:pos:R:3:mulliken_charge:R:1
Ir -0.12990 -0.20350 -0.36174 6.325
I 3.90224 -3.60002 0.43618 -0.008
Cl 6.66226 1.37685 0.52599 -0.278
P -1.89515 1.08256 -1.16483 -1.738
F -1.71723 -2.21892 -1.81236 -0.201
F -1.19784 -2.84135 0.15903 -0.267
F -2.80772 -1.44572 -0.14070 -0.149
O -0.74678 1.13697 1.14371 -0.712
O -2.37625 0.45886 -2.51817 -0.002
O -1.57685 2.59888 -1.52430 0.030
O 0.46541 1.09261 -2.76032 -0.649
O -1.21946 1.81713 3.20495 -0.716
O 1.55997 -1.45409 -0.05220 -0.933
O -3.18890 1.30798 -0.28967 0.579
O 0.41713 -1.01719 -2.13248 -0.926
N -0.00835 -1.21581 1.95268 -0.027
N 1.55692 1.17520 -0.15380 -0.430
C -3.53645 0.95508 -3.22838 -0.174
C 3.88224 2.68479 0.04700 -0.900
C 2.69987 -0.86998 0.10292 0.258
C 2.75454 0.56186 0.03562 -0.086
C -4.22427 2.00255 1.75835 -1.451
C -1.92431 3.72081 -0.67780 -0.004
C -0.66304 -0.81251 4.20889 -1.107
C 5.14685 0.54075 0.36724 0.664
C 1.82378 -1.46025 -6.87153 -0.382
C 2.66746 3.27596 -0.15625 -1.111
C -0.51454 -0.42639 2.88880 0.352
C 5.10972 -0.82053 0.44851 -0.439
C 1.85581 -2.33687 -5.79501 -0.782
C 3.90114 -1.52563 0.32189 -0.166
C 0.29518 -2.90662 3.58158 -1.048
C -3.16059 4.40460 -1.21267 -1.478
C 0.40706 -2.43475 2.28424 -0.150
C -0.86798 0.95577 2.42453 -0.081
C -1.54579 -1.75273 -0.56947 -0.079
C -4.69761 0.01354 -3.01721 -1.109
C 1.04727 -0.58997 -4.35975 0.321
C 3.95862 1.28177 0.15413 -0.361
C 1.46296 -1.90531 -4.53772 -0.232
C 1.40638 -0.14782 -6.69277 -0.693
C 0.62109 -0.09953 -3.02095 0.771
C -3.77572 0.82129 0.93417 -0.125
C -0.25747 -2.08983 4.55614 -0.367
C 1.02318 0.29043 -5.43508 -0.445
C 1.51779 2.48045 -0.25345 0.078
H -3.00650 4.72222 -2.24431 0.344
H -1.06872 4.39453 -0.71870 0.474
H 1.38372 0.53267 -7.53428 0.399
H -3.36852 2.56786 2.12529 0.250
H 0.84914 -3.02057 1.49119 0.628
H 6.02853 -1.36671 0.61329 0.415
H -3.38526 5.28734 -0.61101 0.441
H -4.01743 3.73289 -1.17087 0.219
H -1.07061 -0.10511 4.91683 0.552
H -2.05215 3.38322 0.35009 0.107
H -4.78037 1.64497 2.62697 0.440
H -3.23894 1.00524 -4.27408 0.399
H -4.40625 -1.00669 -3.26516 0.313
H 0.64393 -3.90305 3.81457 0.443
H -4.61603 0.19331 0.63699 0.435
H -5.03159 0.03382 -1.97981 0.150
H -4.88107 2.64855 1.17499 0.341
H -3.76482 1.96782 -2.89219 0.137
H 2.12742 -1.80034 -7.85372 0.379
H -3.06511 0.19440 1.46351 0.181
H -5.53260 0.30349 -3.65697 0.449
H 0.70723 1.31154 -5.26671 0.479
H -0.35906 -2.44265 5.57412 0.438
H 4.78543 3.27411 0.12515 0.446
H 2.57343 4.34880 -0.24770 0.491
H 0.55163 2.92282 -0.40424 0.113
H 2.18542 -3.35786 -5.93756 0.405
H 1.47440 -2.57604 -3.68907 0.564
```